#1
Density functional theory data (ωB97M-V with the def2-TZVPD basis set) for C2H4NPS as an isolated structure.

```
9
Properties=species:S:1:pos:R:3
S -3.11311 -0.73989 -0.09599
P -1.99754 0.86496 -0.09258
N -0.57867 0.30965 0.44931
C 1.28595 0.57132 -0.13960
C 0.43487 -0.63266 0.09610
H 0.74565 -1.24131 0.94430
H 0.19625 -1.23662 -0.78165
H 1.21414 1.10184 -1.06830
H 1.81246 1.00271 0.68841
```

Results
total charge	0
LUMO level	-0.82	eV
Kohn-Sham gap	7.821	eV

=====

#2
Density functional theory data (ωB97M-V with the def2-TZVPD basis set) for one molecule with the formula C2H4NPS.

```
9
Properties=species:S:1:pos:R:3
S -1.29176 -0.33197 -0.13694
P 1.61971 -0.39982 -0.10101
N 1.08256 1.04755 -0.04244
C 0.08436 -1.39929 0.01778
C -0.37130 1.29900 -0.04613
H 0.01763 -2.33035 -0.69527
H -0.59353 1.98412 -0.80054
H -0.54801 1.88782 0.78860
H 0.00034 -1.75707 1.01594
```

Results
total charge	0
LUMO level	-0.10	eV
Kohn-Sham gap	8.690	eV
SMILES	C1N=PCS1

=====

#3
Density functional theory data (ωB97M-V with the def2-TZVPD basis set) for one molecule with the formula C2H4NPS.

```
9
Properties=species:S:1:pos:R:3
S -4.07426 0.60412 -0.01948
P -2.91868 -0.91235 0.02635
N -1.36559 -0.38188 0.08955
C 0.20082 -0.72821 0.00421
C -0.34196 0.63039 0.10151
H -0.15403 1.26155 -0.77651
H 0.49622 -1.36238 0.83904
H -0.45843 0.98401 1.23844
H 0.45718 -1.21811 -0.90282
```

Results
total charge	0
LUMO level	0.05	eV
Kohn-Sham gap	8.711	eV
SMILES	S=PN1CC1

=====

Q: What are the energies relative to the best structure? A: #1 114.9; #2 0.0; #3 47.7, in kJ/mol.

=====

#1
Density functional theory data (ωB97M-V with the def2-TZVPD basis set) for a 2-piece molecular cluster, C4H10N overall.

```
15
Properties=species:S:1:pos:R:3
N 1.12102 -2.02267 0.18624
C -0.89149 3.51687 0.24640
C 1.14606 -2.57247 1.33630
C -0.06851 -1.98731 -0.67720
C -1.27952 3.31620 -1.01337
H -0.28721 -0.95158 -0.92039
H -0.13334 2.90439 0.71300
H -1.66240 4.18976 -1.53417
H 0.17192 -2.46363 -1.62582
H -1.37750 4.27577 0.84985
H -0.88990 -2.52986 -0.22231
H -1.41911 2.41012 -1.59085
H 0.24827 -2.90834 1.83964
H 2.02495 -1.86219 -0.25101
H 2.11696 -2.65607 1.81834
```

Results
total charge	+1
LUMO level	-5.56	eV
Kohn-Sham gap	6.231	eV

=====

#2
Density functional theory data (ωB97M-V with the def2-TZVPD basis set) for a 2-piece molecular cluster, C4H10N overall.

```
15
Properties=species:S:1:pos:R:3
N -1.53405 -0.20352 -0.83421
C 1.29108 -0.05934 -0.13966
C 1.10938 -0.82164 0.95249
C 1.41095 1.43636 0.05177
C -2.48382 -0.87359 -0.29894
H -1.01897 -0.67717 -1.55933
H -2.94901 -0.51023 0.60831
H 0.46371 -1.68540 1.07773
H 1.36311 -0.46126 -1.14953
H -1.02142 0.48386 -0.28499
H 2.43173 1.83554 -0.02897
H -2.66460 -1.85744 -0.71907
H 1.54570 -0.46691 1.88556
H 1.19670 1.78282 1.06850
H 0.85950 2.07793 -0.62966
```

Results
total charge	+1
LUMO level	-5.86	eV
Kohn-Sham gap	7.231	eV

=====

Q: What are the energies relative to the best structure? A: #1 0.0; #2 10.3, in kJ/mol.

=====

#1
Density functional theory data (ωB97M-V with the def2-TZVPD basis set) for a 2-piece molecular cluster, C4H10N overall.

```
15
Properties=species:S:1:pos:R:3
N 2.16462 1.67352 0.21625
C 1.07136 1.86755 -0.36752
C -2.65266 -1.61408 0.08302
C -2.93413 -1.66097 -1.22910
C 2.37683 0.33231 0.96880
H 0.27846 1.13584 -0.29911
H 3.50154 -0.00683 1.11347
H 2.70712 2.41642 0.63840
H 1.97803 -0.39058 0.24335
H -3.90470 -1.97435 -1.54647
H -2.16747 -1.39530 -1.94897
H -3.34931 -1.78192 0.85788
H 0.74346 2.75545 -0.95138
H 1.77425 0.25490 1.88773
H -1.58740 -1.61196 0.33366
```

Results
total charge	+1
LUMO level	-5.78	eV
Kohn-Sham gap	6.836	eV

=====

#2
Density functional theory data (ωB97M-V with the def2-TZVPD basis set) for C4H10N as an isolated structure.

```
15
Properties=species:S:1:pos:R:3
N -1.95174 -0.46665 0.14517
C -0.66444 -0.04256 -0.43386
C 1.94172 -0.43346 -0.01257
C -0.07930 1.32023 -0.19001
C 0.55384 0.07966 0.43613
H -2.74424 0.33113 0.00145
H -2.28831 -1.31179 -0.27981
H 0.43893 -0.02615 1.48834
H 2.66136 0.06333 0.54013
H 2.12390 -1.37477 0.36197
H -1.80558 -0.60902 1.07815
H 1.94918 -0.49381 -1.12209
H -0.50165 1.91039 0.50628
H -0.14835 -0.69904 -1.57154
H 0.51469 1.75251 -0.94775
```

Results
total charge	+1
LUMO level	-3.86	eV
Kohn-Sham gap	10.908	eV

=====

#3
Density functional theory data (ωB97M-V with the def2-TZVPD basis set) for a 2-piece molecular cluster, C4H10N overall.

```
15
Properties=species:S:1:pos:R:3
N 0.01398 -0.34690 0.03934
C 1.33933 -2.06479 -1.01867
C -0.90744 -0.00032 0.85113
C -0.73651 3.12481 0.12570
C 0.49139 -1.70760 -0.03920
H -0.75996 2.51403 -0.80413
H 1.71805 -1.33562 -1.73020
H -1.70807 3.17422 0.59096
H 0.02147 -2.38962 0.65643
H 0.01510 2.63136 0.79622
H -1.29634 -0.68567 1.54112
H 0.49899 0.26455 -0.60855
H -0.30065 4.11413 -0.09703
H -1.17630 1.05609 0.92945
H 1.76926 -3.02772 -1.06346
```

Results
total charge	+1
LUMO level	-5.53	eV
Kohn-Sham gap	9.743	eV

=====

#4
Density functional theory data (ωB97M-V with the def2-TZVPD basis set) for a 2-piece molecular cluster, C4H10N overall.

```
15
Properties=species:S:1:pos:R:3
N 2.52622 -0.88516 -0.11116
C 3.08126 -1.02647 -1.24781
C 2.99130 -1.42604 1.17652
C -4.79694 2.11690 0.50188
C -4.19695 1.40842 -0.44416
H 2.59929 -2.43713 1.28993
H -4.41999 0.38276 -0.69365
H 2.58277 -0.81433 1.97669
H -4.32453 3.00718 0.89580
H 1.52070 -0.70703 -0.11569
H -3.36632 1.91129 -0.92895
H -5.78953 1.81753 0.81755
H 2.60653 -0.50745 -2.07891
H 4.10721 -1.36870 -1.35142
H 4.07712 -1.45784 1.18339
```

Results
total charge	+1
LUMO level	-5.73	eV
Kohn-Sham gap	6.087	eV

=====

Q: What are the energies relative to the best structure? A: #1 108.7; #2 116.1; #3 0.0; #4 56.5, in kJ/mol.